# 1
Formula: C12H12F5N4O5STl
Source: OMol25
Level of theory: ωB97M-V with the def2-TZVPD basis set

Values from the calculation:
Spin multiplicity: 1
E (Ha): -2129.7960
Total charge: -2
Gap between HOMO and LUMO (eV): 6.33
E_HOMO (eV): -1.87
Maximum force (eV Å⁻¹): 0.284

```
40
Properties=species:S:1:pos:R:3:forces:R:3:mulliken_charge:R:1
Tl -0.037750 -0.043965 1.139311 -0.013 0.120 -0.039 0.51
N -1.170803 2.690682 3.531159 -0.004 0.020 0.035 -0.64
C 0.073791 2.142389 4.093994 0.032 -0.036 0.027 -0.66
C -0.021360 0.680328 4.561400 0.091 0.011 -0.027 0.58
O 0.029047 0.456328 5.792844 -0.032 0.012 -0.021 -0.78
N -0.185858 -0.188103 3.577334 -0.013 -0.043 -0.003 -0.27
C -0.434265 -1.568824 3.937471 -0.004 -0.052 0.014 -0.49
C -1.382123 -2.285964 2.960924 -0.026 0.063 -0.118 0.55
O -2.032305 -3.247830 3.375961 0.020 -0.008 0.019 -0.76
O -1.404315 -1.852097 1.747903 0.042 -0.067 0.066 -0.62
H -1.915280 2.510892 4.197776 -0.006 0.002 0.023 0.26
H -1.419335 2.133667 2.720061 -0.002 -0.016 -0.030 0.25
H 0.857460 2.242852 3.337594 -0.019 -0.007 -0.016 0.21
H 0.357391 2.743460 4.959045 0.006 0.003 -0.010 0.32
H 0.499396 -2.153264 3.911457 -0.004 0.005 0.056 0.14
H -0.827027 -1.666662 4.949805 -0.058 0.023 -0.012 0.34
C -2.283865 2.258471 -2.527253 0.022 -0.015 0.015 -0.64
O -2.103963 0.882382 -2.831152 -0.046 0.050 -0.043 -0.40
C -2.221084 0.052837 -1.745996 0.187 -0.048 0.014 0.70
O -2.601801 0.438311 -0.656679 -0.082 -0.051 -0.043 -0.64
N -1.887381 -1.193624 -2.088452 -0.160 0.076 0.050 0.14
N -1.912673 -2.285504 -1.195287 -0.140 0.002 0.065 -0.87
H -2.386207 2.767160 -3.483802 0.016 -0.003 -0.007 0.23
H -1.418082 2.648798 -1.989570 -0.011 0.000 0.016 0.27
H -3.171447 2.411305 -1.915384 -0.010 0.007 -0.012 0.27
H -1.506824 -1.373218 -2.999327 -0.006 0.015 0.030 0.31
H -0.947882 -2.430477 -0.893612 0.052 -0.028 -0.057 0.20
H -2.393709 -1.977640 -0.353219 -0.088 0.018 0.050 0.37
F 4.051422 1.302242 -4.828439 0.004 0.007 -0.016 -0.34
C 3.452949 0.475589 -3.944786 -0.029 -0.019 0.010 0.66
C 4.010632 0.246050 -2.700784 -0.043 -0.014 -0.029 0.02
F 5.169394 0.852711 -2.379615 0.025 0.022 0.003 -0.32
C 3.390712 -0.598919 -1.801235 0.030 -0.010 -0.050 0.39
F 4.006117 -0.772311 -0.624047 0.008 -0.018 0.056 -0.35
C 2.192304 -1.277015 -2.075596 -0.169 0.012 0.023 0.18
S 1.432103 -2.342605 -0.951422 0.276 -0.064 0.018 -0.43
C 1.664020 -1.002415 -3.347179 0.090 0.119 0.052 0.14
F 0.508824 -1.573685 -3.734854 0.042 -0.101 -0.113 -0.42
C 2.265437 -0.158525 -4.259845 0.022 0.008 0.012 -0.05
F 1.704344 0.056194 -5.466504 -0.001 0.004 -0.009 -0.33
```
Positions in Å, forces in eV/Å.

# 2
Formula: C24H21N3PRu
Source: OMol25
Level of theory: ωB97M-V with the def2-TZVPD basis set

Values from the calculation:
Spin multiplicity: 1
E (Ha): -1526.5922
Total charge: +3
Gap between HOMO and LUMO (eV): 6.35
E_HOMO (eV): -18.81
Maximum force (eV Å⁻¹): 0.908

```
50
Properties=species:S:1:pos:R:3:forces:R:3:mulliken_charge:R:1
Ru -0.675133 0.273254 -1.148915 -0.033 0.584 0.695 0.29
N 1.216434 -0.226066 -1.735553 0.041 0.083 -0.199 0.04
C 2.196851 -0.336985 -0.654492 0.091 -0.030 0.030 0.25
C 3.545102 -0.280944 -0.921588 -0.030 0.059 -0.053 -0.81
C 4.449359 -0.368159 0.136358 0.037 -0.007 0.012 -0.61
C 4.009969 -0.507137 1.448496 -0.013 0.011 0.019 -0.83
C 2.655336 -0.565683 1.720987 -0.005 -0.049 -0.104 -0.61
C 1.736021 -0.494307 0.658739 0.190 -0.058 0.281 0.37
P 0.019047 -0.699042 0.925168 0.137 -0.136 -0.009 1.15
C -0.579724 -0.301849 2.507490 -0.030 0.311 -0.300 0.84
C -1.545886 -1.132725 3.104160 -0.103 -0.050 0.200 -0.39
C -1.974545 -0.841033 4.383130 0.060 0.104 -0.001 -0.81
C -1.473362 0.283309 5.049088 -0.092 -0.183 -0.075 -0.45
C -0.532457 1.120449 4.448717 0.014 0.026 -0.037 -0.81
C -0.084967 0.844782 3.176374 0.019 -0.087 -0.086 -0.51
C -0.754067 -1.957878 0.006649 -0.234 0.097 -0.215 0.75
C -0.061474 -3.047680 -0.580596 -0.001 0.049 -0.076 -0.87
C -0.757282 -3.922570 -1.372880 -0.095 -0.025 -0.024 -0.57
C -2.134004 -3.729695 -1.616540 0.161 -0.062 -0.029 -0.59
C -2.819615 -2.671678 -1.053940 -0.056 0.152 0.132 -0.68
C -2.142037 -1.769692 -0.237946 -0.286 -0.379 0.031 -0.05
H 1.557059 0.472713 -2.398443 0.020 -0.062 -0.050 0.45
H 1.163470 -1.104200 -2.260798 -0.006 0.002 -0.013 0.39
H 3.906922 -0.164954 -1.936805 0.002 0.005 0.005 0.53
H 5.510356 -0.324601 -0.073949 0.000 -0.004 0.005 0.46
H 4.726042 -0.577988 2.255956 0.003 0.007 -0.002 0.49
H 2.307937 -0.696053 2.737462 -0.005 -0.001 0.004 0.55
H -1.918979 -2.010516 2.592837 0.003 -0.016 0.021 0.46
H -2.691292 -1.488146 4.869939 -0.004 0.018 0.017 0.47
H -1.820892 0.507295 6.049710 -0.001 -0.017 0.003 0.45
H -0.156516 1.984126 4.979998 -0.006 -0.001 0.002 0.46
H 0.645296 1.493210 2.706427 0.009 -0.019 -0.010 0.50
H 0.988947 -3.209352 -0.367364 0.001 0.017 0.003 0.59
H -0.253629 -4.779781 -1.800391 -0.013 0.000 -0.013 0.51
H -2.662270 -4.431494 -2.249544 0.010 -0.007 -0.003 0.48
H -3.874405 -2.534869 -1.250303 -0.004 -0.012 0.019 0.47
H -2.709336 -0.994054 0.273186 0.074 0.030 0.033 0.44
N -1.684656 -1.189680 -3.664615 -0.005 0.094 -0.042 -0.45
C -1.375896 -0.627204 -2.704018 0.250 -0.327 0.065 0.23
C -0.520949 4.759188 -2.713072 -0.002 0.006 0.010 -0.05
C -0.937985 4.434442 -1.426773 -0.006 0.021 -0.008 -0.85
C -0.944116 3.111862 -1.048225 -0.006 -0.030 -0.018 0.05
N -0.523299 2.131750 -1.879378 -0.123 -0.090 -0.244 -0.06
C -0.127822 2.444168 -3.133836 0.034 -0.007 0.019 0.08
C -0.119040 3.746904 -3.577519 0.001 0.004 -0.007 -0.99
H -0.525252 5.789982 -3.043594 0.003 0.000 0.001 0.45
H -1.274179 5.193024 -0.734144 -0.003 -0.004 0.002 0.44
H -1.297980 2.811882 -0.065481 0.004 -0.013 0.011 0.44
H 0.134003 1.621593 -3.787563 -0.003 0.001 0.000 0.48
H 0.184892 3.962064 -4.592598 0.002 -0.006 0.000 0.43
```
Positions in Å, forces in eV/Å.

# 3
Formula: C5H9LiO3
Source: OMol25
Level of theory: ωB97M-V with the def2-TZVPD basis set

Values from the calculation:
Spin multiplicity: 1
E (Ha): -429.1229
Total charge: 0
Gap between HOMO and LUMO (eV): 7.01
E_HOMO (eV): -7.35
Maximum force (eV Å⁻¹): 3.942

```
18
Properties=species:S:1:pos:R:3:forces:R:3:mulliken_charge:R:1
O -0.332680 -0.717671 -1.986706 -1.923 -1.878 -0.350 -0.60
C -0.529542 -1.910373 -1.685707 2.500 2.130 -1.714 0.17
C 0.095740 -2.395751 -0.449806 0.737 2.485 2.263 -0.63
H -0.778708 -2.629563 -2.485616 -0.781 0.176 0.260 0.37
H -0.675034 -2.662968 0.288717 0.363 -0.320 -0.109 0.29
H 0.791393 -3.213662 -0.675980 -0.311 0.038 0.204 0.33
O -0.922203 2.415057 0.054366 0.185 -0.571 -0.062 -0.99
C -0.429591 2.138987 1.308486 -0.267 0.166 -0.117 -0.39
C 0.625244 1.036559 1.270137 0.736 0.458 0.335 -0.53
O 0.044059 -0.085183 0.608449 -0.211 -0.325 -1.761 -0.36
C 0.930643 -1.048769 0.108372 0.733 -3.576 1.489 -0.53
Li -0.880662 0.893211 -0.932139 0.115 0.490 0.365 0.90
H -1.225448 1.809324 2.018643 0.169 0.025 -0.104 0.22
H 0.056127 3.012708 1.801468 -0.059 -0.182 -0.120 0.29
H 0.961585 0.737795 2.278170 -0.070 -0.030 -0.188 0.31
H 1.502574 1.374765 0.689282 -0.265 -0.031 0.123 0.33
H 1.753661 -0.998735 -0.622323 -0.919 1.854 -0.913 0.34
H 1.634284 -1.252063 0.938248 -0.731 -0.910 0.396 0.47
```
Positions in Å, forces in eV/Å.

# 4
Formula: CHClN3O
Source: OMol25
Level of theory: ωB97M-V with the def2-TZVPD basis set

Values from the calculation:
Spin multiplicity: 1
E (Ha): -738.0169
Total charge: +1
Gap between HOMO and LUMO (alpha / beta) (eV): 8.71 / 8.71
SMILES: N#[N+]C(=O)NCl
E_HOMO (alpha / beta) (eV): -15.95 / -15.95
Maximum force (eV Å⁻¹): 4.156

```
7
Properties=species:S:1:pos:R:3:forces:R:3:mulliken_charge:R:1
N -2.918399 -0.590657 0.116702 0.801 0.117 -0.454 0.03
N -1.849138 -0.733555 -0.084745 -3.468 1.072 0.549 0.43
C -0.561601 -1.408500 -0.019898 1.638 -3.793 0.451 0.59
O -0.657681 -2.618021 0.015773 0.372 3.201 -0.299 -0.31
N 0.411823 -0.523886 0.150541 0.959 2.027 -1.233 -0.22
Cl 1.945712 -1.193625 -0.027578 0.658 -0.221 0.281 0.09
H 0.461212 0.524757 -0.138319 -0.959 -2.403 0.705 0.39
```
Positions in Å, forces in eV/Å.

# 5
Formula: C2H10OSi2
Source: OMol25
Level of theory: ωB97M-V with the def2-TZVPD basis set

Values from the calculation:
Spin multiplicity: 1
E (Ha): -736.2935
Total charge: 0
Gap between HOMO and LUMO (alpha / beta) (eV): 7.90 / 7.25
E_HOMO (alpha / beta) (eV): -7.94 / -7.07
Maximum force (eV Å⁻¹): 3.846

```
15
Properties=species:S:1:pos:R:3:forces:R:3:mulliken_charge:R:1
C -1.162185 -1.519499 1.720207 2.266 2.707 -1.525 -0.99
C 0.172218 1.990912 0.160022 0.505 -1.189 -1.311 -0.87
O -1.187267 0.444881 -1.983833 -2.657 1.734 0.325 -0.51
Si 1.558343 -1.028013 -1.245912 -0.793 -1.728 -0.022 0.48
Si -0.277645 0.249214 -0.575444 -1.555 -0.515 0.312 0.33
H -0.831352 -2.389762 1.242048 -0.177 -1.271 -0.409 0.31
H -0.359225 -0.869259 2.042741 0.103 -0.260 0.542 0.25
H -2.099826 -1.254081 2.084362 -1.557 -0.102 0.250 0.31
H -0.192119 2.008896 1.204850 0.489 0.428 -0.632 0.27
H 1.325203 2.002973 0.025779 -1.960 0.565 0.511 0.31
H -0.382347 2.684395 -0.554276 0.970 -0.513 1.195 0.24
H -2.065686 1.023018 -2.015957 3.014 -1.918 0.363 0.31
H 2.416240 0.056033 -1.094062 1.846 1.277 0.350 -0.18
H 1.777253 -2.148641 -0.297117 0.060 0.351 0.367 -0.12
H 1.937822 -1.749194 -2.487565 -0.553 0.432 -0.314 -0.13
```
Positions in Å, forces in eV/Å.

# 6
Formula: C18H31F4NO16
Source: OMol25
Level of theory: ωB97M-V with the def2-TZVPD basis set

Values from the calculation:
Spin multiplicity: 1
E (Ha): -2362.1027
Total charge: 0
Gap between HOMO and LUMO (eV): 8.71
E_HOMO (eV): -9.23
Maximum force (eV Å⁻¹): 17.898

```
70
Properties=species:S:1:pos:R:3:forces:R:3:mulliken_charge:R:1
N 37.152000 54.676000 47.595000 3.460 -4.269 -1.172 -0.02
H 36.269000 54.948000 47.380000 -3.688 0.373 -0.765 0.30
H 37.752000 54.857000 46.790000 -0.180 0.054 -0.251 0.40
H 37.254000 53.630000 47.902000 -0.948 2.523 0.136 0.26
H 37.480000 55.313000 48.240000 1.185 1.461 2.653 -0.07
O 35.680000 53.408000 49.541000 1.569 1.186 -5.697 -0.15
H 35.442000 53.214000 50.368000 -1.115 -1.164 4.750 -0.68
C 34.295000 52.647000 52.245000 -0.401 -1.739 -2.118 1.02
C 33.269000 52.331000 53.307000 -2.811 0.704 -1.339 0.37
O 34.028000 52.179000 54.492000 -3.042 -0.427 -0.104 -0.30
C 35.262000 52.562000 54.323000 2.854 0.395 0.049 0.57
O 36.089000 52.614000 55.210000 -1.500 0.153 -2.522 -0.55
O 35.424000 52.863000 52.952000 3.445 0.355 3.249 -0.36
F 32.485000 51.231000 53.002000 1.255 -0.271 0.520 -0.27
H 34.121000 53.566000 51.688000 -0.691 -0.138 -0.138 -0.44
H 34.505000 51.780000 51.486000 -0.831 1.282 1.347 -0.45
H 32.430000 53.107000 53.258000 1.555 -0.369 1.298 0.23
C 36.893000 49.945000 50.244000 -0.006 3.142 0.032 -0.28
C 35.970000 50.162000 48.939000 1.694 -4.128 1.386 0.97
O 34.826000 49.349000 49.350000 0.577 3.737 -3.122 -0.36
C 34.909000 49.007000 50.597000 -2.327 -2.507 1.376 0.73
O 33.986000 48.426000 51.103000 0.768 0.480 0.671 -0.58
O 36.096000 49.222000 51.105000 -0.353 -0.275 1.980 -0.34
F 36.429000 49.401000 47.851000 0.197 1.304 0.750 -0.37
H 37.210000 50.941000 50.823000 -0.739 -1.873 -1.693 0.04
H 37.732000 49.324000 50.115000 1.386 -0.335 -0.914 0.38
H 35.950000 51.205000 48.710000 -1.293 0.723 -0.396 -0.19
C 34.424000 56.395000 50.267000 2.327 -7.368 -13.438 -0.87
C 33.174000 55.818000 49.612000 1.116 -4.024 0.465 1.53
O 32.907000 56.691000 48.570000 -0.186 0.068 0.469 -0.34
C 33.721000 57.781000 48.678000 -0.243 4.027 -2.016 0.54
O 33.596000 58.805000 47.984000 0.610 -3.750 2.310 -0.59
O 34.643000 57.615000 49.656000 -0.165 1.704 -3.506 -0.48
F 32.182000 55.580000 50.532000 -0.938 1.686 0.442 -0.35
H 35.328000 55.718000 50.298000 -0.944 0.379 -0.938 -0.02
H 34.381000 56.729000 51.041000 -2.320 4.951 17.043 1.11
H 33.248000 54.688000 49.336000 0.883 2.283 -0.822 -0.60
C 32.591000 51.970000 48.892000 -0.839 5.515 -2.295 -0.51
C 32.917000 52.391000 47.444000 7.622 -3.289 2.614 1.05
O 31.899000 53.080000 46.977000 3.444 -0.053 -5.848 -0.27
C 31.073000 53.291000 47.879000 -10.688 3.509 0.009 0.65
O 29.942000 53.843000 47.637000 4.736 -1.693 1.354 -0.68
O 31.412000 52.760000 48.968000 -1.131 -1.231 4.822 -0.37
F 33.230000 51.106000 46.705000 -0.909 3.298 1.108 -0.36
H 33.155000 52.279000 49.722000 1.724 1.026 0.333 0.11
H 32.484000 51.025000 49.053000 -1.606 -6.072 0.340 0.65
H 33.971000 52.973000 47.745000 -2.181 -1.075 -2.306 -0.09
C 38.781000 57.081000 45.018000 -8.939 4.730 -3.105 -1.00
O 37.712000 57.047000 46.055000 1.454 0.139 -1.399 -0.24
C 37.624000 58.222000 46.811000 -3.060 1.909 0.599 -0.38
C 38.734000 58.423000 47.861000 0.181 2.934 -7.252 -0.52
O 38.823000 57.339000 48.557000 1.384 -2.775 3.463 0.05
C 40.076000 57.323000 49.277000 -0.931 -0.849 1.102 -0.71
C 39.814000 56.281000 50.431000 3.703 -0.585 0.172 -0.56
O 39.615000 54.932000 50.015000 -0.320 1.829 -4.667 -0.39
C 39.073000 54.015000 50.866000 -3.868 2.245 2.173 -0.45
H 39.599000 56.775000 45.358000 7.158 -1.921 2.824 0.47
H 38.696000 58.092000 44.408000 0.887 -1.514 1.866 0.27
H 38.417000 56.465000 44.242000 -0.302 -1.383 -0.621 0.34
H 36.582000 58.154000 47.326000 1.720 -0.180 -0.345 -0.03
H 37.403000 59.216000 46.212000 1.069 -1.900 0.560 0.37
H 38.450000 59.394000 48.250000 0.514 0.225 1.202 0.31
H 39.709000 58.534000 47.148000 -1.580 0.289 1.660 0.32
H 40.375000 58.370000 49.585000 -0.865 -1.102 0.601 0.39
H 40.898000 57.108000 48.620000 0.282 -0.883 -0.651 0.42
H 38.949000 56.646000 50.915000 -0.792 0.317 1.183 0.32
H 40.809000 56.189000 51.066000 -2.100 0.883 -0.559 0.35
H 37.936000 54.303000 51.257000 2.781 -0.014 -0.387 0.14
H 39.827000 54.072000 51.583000 0.446 -1.501 2.585 0.51
H 38.762000 53.088000 50.470000 0.845 -1.163 -1.107 0.01
```
Positions in Å, forces in eV/Å.